(1)
Density functional theory data (ωB97M-V/def2-TZVPD) for a 3-piece molecular cluster, C3H10NO2 overall at a distorted geometry.

Values from the calculation:
Energy above the lowest of the compared OMol25 structures with the same formula, charge and spin = 126.4 kJ/mol
HOMO level (spin up / spin down) = -5.522 / -8.812 eV
<S²> = 0.76
Charge = 0
Spin multiplicity = 2
F_max = 4.5 eV/Å
Gap between HOMO and LUMO (spin up / spin down) = 5.984 / 9.252 eV

The geometry in XYZ format:
```
16
Properties=species:S:1:pos:R:3:forces:R:3:lowdin_spin:R:1
C -0.716363 0.563591 -0.731406 -0.5536 -0.7207 -2.4479 0.011
C -1.985700 0.567837 -1.235456 0.6691 1.5534 -0.2303 0.066
C -0.518621 1.513278 1.478035 -0.7769 1.9015 1.6901 0.554
N -0.403013 0.521691 0.594092 2.4558 -3.8252 0.0399 0.247
H 0.223888 0.413499 -1.387172 -2.0621 0.3157 0.6397 0.006
H -2.897724 0.734937 -0.557055 1.5080 -0.4469 -1.2288 0.002
H -2.037119 0.737187 -2.360272 -0.3938 -0.4763 1.6535 0.006
H -0.483005 1.211451 2.513272 0.1754 0.1056 0.1964 0.051
H -1.083781 2.447820 1.269912 0.4519 -1.0307 -0.2599 0.045
H 0.334105 -0.327709 0.753858 -2.2632 2.9214 -0.0163 0.006
H 1.062153 -2.173036 -0.455583 -1.2687 -0.4533 1.2273 0.000
H -0.123148 -2.752236 0.549934 1.7920 1.0158 -0.6675 0.000
O 0.729455 -2.222065 0.480511 -0.7521 -0.9274 -0.5854 0.000
H 2.480082 -0.889782 -0.198417 2.2778 -2.8099 1.9102 0.000
H 2.555480 0.533896 -0.545853 1.9142 2.6690 0.1455 0.001
O 2.034828 -0.209948 -0.581550 -3.1736 0.2080 -2.0664 0.006
```
Positions in Å, forces in eV/Å.

***

(2)
Density functional theory data (ωB97M-V/def2-TZVPD) for the molecule C3H6ClN at a distorted geometry.

Values from the calculation:
Energy above the lowest of the compared OMol25 structures with the same formula, charge and spin = 387.6 kJ/mol
HOMO level = -9.604 eV
Charge = 0
SMILES = N[C@@H]1C[C@@H]1Cl
F_max = 6.4 eV/Å
Gap between HOMO and LUMO = 10.546 eV

The geometry in XYZ format:
```
11
Properties=species:S:1:pos:R:3:forces:R:3:nbo_charge:R:1
N 1.383971 -0.096463 0.845758 -1.2860 -2.9072 -3.0813 -0.808
C 0.340109 0.757571 0.020389 3.5704 -2.1103 1.1520 -0.108
C -0.970630 0.356839 0.341170 -3.6402 -1.4391 5.0517 -0.460
C -0.414797 -0.080172 -0.930912 -1.8623 0.0489 -4.0425 -0.220
Cl -0.000818 -1.815018 -1.251367 -0.3828 0.7941 0.0363 -0.046
H 1.606455 -0.845125 -0.155884 -0.1383 2.3051 4.5397 0.366
H 0.714806 -0.852878 1.570597 2.8381 2.8318 -2.9639 0.339
H 0.551583 1.675239 -0.435173 1.1286 1.4280 0.2105 0.225
H -0.572022 -0.420097 1.132045 -2.7813 1.0896 -1.4686 0.220
H -1.898218 0.910853 0.833030 1.8694 -0.9280 -2.0651 0.247
H -0.740440 0.409251 -1.969655 0.6843 -1.1129 2.6312 0.246
```
Positions in Å, forces in eV/Å.

***

(3)
Density functional theory data (ωB97M-V/def2-TZVPD) for a 2-piece molecular cluster, C8H20INO overall at a distorted geometry.

Values from the calculation:
Energy above the lowest of the compared OMol25 structures with the same formula, charge and spin = 24.1 kJ/mol
HOMO level (spin up / spin down) = -13.292 / -12.953 eV
<S²> = 0.75
Charge = +1
Spin multiplicity = 2
F_max = 2.7 eV/Å
Gap between HOMO and LUMO (spin up / spin down) = 11.052 / 6.675 eV

The geometry in XYZ format:
```
31
Properties=species:S:1:pos:R:3:forces:R:3:lowdin_spin:R:1
I -1.325090 -8.470760 13.737870 -0.0376 -0.0596 0.0374 0.961
C 2.704590 -6.587400 18.380190 -0.2597 -0.3703 -2.0868 0.000
C 2.613400 -7.502430 17.132110 0.4528 -1.0025 -1.6657 0.000
N 2.776500 -6.792700 15.686870 2.4493 -0.9982 -0.4103 0.000
C 4.131360 -5.943630 15.683580 -2.1774 -0.9420 0.4837 0.000
C 2.969110 -7.952460 14.572670 0.2857 0.7984 1.3344 -0.001
C 4.156000 -8.892720 14.786450 -0.2863 -0.1839 1.5030 0.000
C 1.579880 -5.935890 15.314260 0.2898 0.3897 -0.1950 0.000
C 1.223720 -5.681410 13.804060 2.0064 -0.4180 0.4708 0.014
O 2.435740 -5.286800 13.123720 -0.2124 0.3668 0.9434 0.004
C 2.372770 -5.478250 11.744930 -1.1607 -0.5553 -1.6877 0.000
H 2.266840 -6.984720 19.295950 -0.0920 -0.1798 -0.3645 0.000
H 2.166180 -5.705570 18.032910 0.1825 0.4815 0.8444 0.000
H 3.772500 -6.422020 18.522750 -0.2344 0.4385 0.2738 0.000
H 1.798920 -8.190480 16.905620 -1.0044 0.7228 0.7161 0.000
H 3.380110 -8.277180 17.133170 0.6147 0.5872 0.0893 0.000
H 4.160360 -5.447300 14.713570 0.2299 -0.0415 0.2450 0.000
H 4.942080 -6.641540 15.892780 -0.1140 0.2186 -0.2545 0.000
H 4.020960 -5.269450 16.532930 0.1622 0.2328 -0.3468 0.000
H 3.153320 -7.449330 13.623440 -0.5750 0.2488 0.2156 0.000
H 2.002240 -8.451750 14.635740 0.1257 -0.1935 -0.4430 -0.001
H 5.122060 -8.412120 14.940880 -0.0202 0.2238 -0.9922 0.000
H 4.157200 -9.663490 14.015730 0.2095 0.3310 -0.1701 0.000
H 4.107370 -9.432230 15.732310 -0.5313 -0.3318 -0.0383 0.000
H 1.822180 -4.956780 15.727460 -0.2414 0.0222 0.1388 0.000
H 0.728740 -6.356970 15.849390 -0.1191 0.0782 -0.1932 -0.001
H 0.486960 -4.878150 13.811180 -0.1461 -0.0679 -0.1753 0.000
H 0.871900 -6.567620 13.275900 -0.4009 -0.0828 0.2861 0.023
H 1.609570 -4.905450 11.218110 -0.0969 0.8573 0.3927 0.000
H 1.997570 -6.470830 11.495690 0.3782 -0.6973 0.2240 0.000
H 3.287980 -5.323740 11.173430 0.3233 0.1266 0.8248 0.000
```
Positions in Å, forces in eV/Å.

***

(4)
Density functional theory data (ωB97M-V/def2-TZVPD) for the molecule C3H2OS at a distorted geometry.

Values from the calculation:
Energy above the lowest of the compared OMol25 structures with the same formula, charge and spin = 373.6 kJ/mol
HOMO level (spin up / spin down) = -8.295 / -8.294 eV
Charge = 0
F_max = 7.6 eV/Å
Gap between HOMO and LUMO (spin up / spin down) = 7.816 / 7.813 eV

The geometry in XYZ format:
```
7
Properties=species:S:1:pos:R:3:forces:R:3:nbo_charge:R:1
C -0.966872 1.061437 -0.046002 5.7940 -4.4513 1.9107 -0.075
C 0.302629 0.899182 0.447037 -5.0194 -0.0433 -2.1021 -0.201
C 0.010699 -0.410956 0.113159 -2.9604 0.6096 -1.8285 -0.327
O 1.522012 -2.365853 -0.500719 -0.3699 -0.5648 0.0620 -0.933
S 0.095897 -1.939751 -0.505964 0.9845 1.9235 0.7682 1.068
H -1.919291 1.252599 -0.407082 -1.2605 0.5350 -0.3830 0.252
H 0.954925 1.503343 0.899571 2.8316 1.9913 1.5728 0.215
```
Positions in Å, forces in eV/Å.

***

> charge of number 4 (C3H2OS)?

0

***

> What is the formula in the first record?

C3H10NO2

***

> Among the records above, which one has the highest energy above the lowest of the compared OMol25 structures with the same formula, charge and spin?

C3H6ClN